1.
# C32H73N7O2P2Si

3 unconnected molecules or ions with the total composition C32H73N7O2P2Si at a distorted geometry (ωB97M-V/def2-TZVPD, the Open Molecules 2025 dataset).

Positions of all 117 atoms, in Å:
C 4.972 -0.893 -0.334
C 4.578 0.261 -1.441
C 2.920 0.226 -1.616
C 2.203 1.590 -1.050
C 0.557 1.593 -1.190
C -0.021 2.992 -0.545
C -1.690 3.039 -0.645
C -2.237 2.225 0.669
C -3.901 2.155 0.766
C -4.230 1.420 2.202
C -5.824 1.165 2.492
Si -6.630 -0.037 1.221
C -6.728 -1.876 1.785
N -6.210 -2.721 0.616
C -8.351 0.731 0.734
C -8.365 0.736 -0.938
C -7.282 1.804 -1.630
C -7.154 1.879 -3.263
C -8.137 0.910 -4.168
C -7.965 1.020 -5.813
C -9.226 -0.137 -3.460
C -9.344 -0.262 -1.797
H 4.099 -0.983 0.461
H 5.992 -0.593 0.161
H 5.036 -1.941 -0.882
H 5.032 0.016 -2.499
H 4.979 1.296 -1.065
H 2.613 0.085 -2.750
H 2.545 -0.748 -1.049
H 2.501 1.781 0.068
H 2.579 2.522 -1.694
H 0.171 1.535 -2.294
H 0.062 0.666 -0.625
H 0.467 3.967 -0.978
H 0.200 2.930 0.626
H -2.025 4.179 -0.604
H -1.994 2.562 -1.679
H -1.864 1.099 0.540
H -1.882 2.680 1.693
H -4.401 3.230 0.657
H -4.243 1.549 -0.181
H -3.633 0.413 2.264
H -3.839 2.169 3.045
H -5.925 0.778 3.615
H -6.346 2.236 2.495
H -5.774 -0.005 0.007
H -7.829 -2.265 1.994
H -6.073 -2.128 2.722
H -6.791 -2.509 -0.233
H -6.223 -3.743 0.852
H -8.341 1.838 1.140
H -9.212 0.079 1.191
H -6.591 2.487 -0.944
H -6.381 2.626 -3.775
H -7.734 2.163 -6.034
H -7.012 0.408 -6.185
H -8.913 0.689 -6.413
H -9.935 -0.814 -4.102
H -10.091 -1.024 -1.284
O 5.538 -3.828 -6.457
P 6.671 -3.976 -5.412
N 6.802 -5.620 -5.724
C 6.431 -6.798 -4.975
C 7.456 -5.993 -6.977
N 5.655 -3.477 -4.128
C 5.148 -4.253 -3.014
C 4.620 -2.485 -4.482
N 7.973 -4.147 -4.210
C 9.251 -3.672 -4.755
C 8.238 -5.175 -3.222
H 7.326 -7.357 -4.664
H 5.820 -7.474 -5.574
H 5.855 -6.590 -4.081
H 8.543 -6.043 -6.839
H 7.251 -5.259 -7.765
H 7.115 -6.960 -7.361
H 4.708 -5.199 -3.323
H 4.350 -3.734 -2.466
H 5.911 -4.405 -2.252
H 3.735 -2.966 -4.910
H 5.012 -1.753 -5.201
H 4.312 -1.898 -3.607
H 9.717 -4.438 -5.378
H 9.945 -3.395 -3.957
H 9.096 -2.780 -5.370
H 8.883 -5.967 -3.619
H 7.354 -5.658 -2.814
H 8.753 -4.733 -2.363
O -1.994 2.564 4.681
P -0.652 3.199 5.121
N -0.055 1.706 5.604
C 0.200 1.120 6.900
C 0.346 0.791 4.538
N -1.415 4.182 6.295
C -1.327 4.108 7.740
C -2.778 4.637 5.958
N 0.891 3.929 5.626
C 1.749 4.192 4.464
C 1.731 3.691 6.784
H 1.278 0.971 7.053
H -0.278 0.143 6.994
H -0.166 1.710 7.732
H 1.382 0.986 4.237
H -0.289 0.911 3.653
H 0.267 -0.261 4.832
H -1.484 3.101 8.122
H -2.087 4.724 8.241
H -0.391 4.526 8.106
H -3.526 3.876 6.204
H -2.854 4.882 4.891
H -3.035 5.563 6.489
H 2.273 3.285 4.154
H 2.487 4.970 4.683
H 1.150 4.546 3.620
H 2.482 2.917 6.593
H 1.198 3.401 7.686
H 2.266 4.611 7.044

**Spin multiplicity**: 1
**Orbital gap**: 0.223 hartree
**Maximum force**: 0.14547 Eh/bohr
**Net charge**: 0
**SMILES**: CCCCCCCCCCC[Si@@H](CN)Cc1ccc(C)cc1.CN(C)P(=O)(N(C)C)N(C)C.CN(C)P(=O)(N(C)C)N(C)C

Atomic partial charges in e from the Löwdin method, atoms 1 to 8: C -0.147; C -0.252; C -0.233; C -0.229; C -0.227; C -0.232; C -0.213; C -0.227



2.
# C32H74BF4N4O

5 unconnected molecules or ions with the total composition C32H74BF4N4O at a distorted geometry (ωB97M-V/def2-TZVPD, the Open Molecules 2025 dataset).

Positions of all 116 atoms, in Å:
C -15.433 -9.398 11.811
C -15.495 -10.879 11.588
N -16.057 -11.264 10.211
C -17.543 -10.963 10.127
C -15.353 -10.578 9.052
C -13.884 -10.921 8.905
C -15.820 -12.782 10.112
C -16.739 -13.669 10.954
O -16.505 -13.440 12.309
C -17.257 -14.251 13.174
H -14.971 -9.192 12.779
H -16.420 -8.960 11.985
H -14.897 -8.852 11.037
H -16.149 -11.387 12.290
H -14.489 -11.290 11.630
H -17.919 -11.464 9.243
H -17.627 -9.881 10.161
H -17.948 -11.330 11.067
H -15.521 -9.510 9.157
H -15.917 -10.946 8.195
H -13.683 -11.981 8.726
H -13.260 -10.693 9.771
H -13.379 -10.489 8.036
H -14.763 -12.983 10.240
H -16.134 -12.947 9.079
H -16.670 -14.711 10.624
H -17.785 -13.437 10.707
H -16.876 -14.225 14.192
H -17.261 -15.299 12.849
H -18.328 -14.022 13.257
C -6.908 -8.500 6.325
C -7.325 -8.155 4.882
C -7.950 -6.789 4.821
N -8.331 -6.248 3.453
C -8.874 -7.341 2.573
C -7.077 -5.640 2.795
C -6.932 -4.266 3.456
C -8.321 -3.838 3.938
C -9.224 -5.034 3.591
H -6.605 -7.585 6.832
H -6.195 -9.318 6.350
H -7.801 -8.891 6.820
H -8.070 -8.902 4.606
H -6.456 -8.235 4.224
H -7.343 -5.990 5.250
H -8.885 -6.797 5.384
H -9.263 -6.989 1.623
H -9.630 -7.878 3.141
H -7.975 -7.939 2.448
H -7.314 -5.516 1.742
H -6.231 -6.292 2.987
H -6.542 -3.680 2.624
H -6.217 -4.359 4.268
H -8.710 -2.907 3.523
H -8.326 -3.526 4.985
H -9.562 -4.890 2.564
H -10.082 -5.226 4.228
C -9.711 -5.453 7.999
C -11.038 -5.933 7.411
C -12.228 -5.212 8.044
N -13.617 -5.676 7.602
C -13.729 -7.131 7.938
C -14.637 -4.789 8.337
C -14.844 -3.608 7.412
C -14.956 -4.301 6.051
C -13.871 -5.381 6.125
H -9.485 -4.403 7.807
H -8.909 -6.031 7.542
H -9.673 -5.643 9.072
H -11.049 -6.998 7.649
H -10.974 -5.904 6.325
H -12.216 -4.158 7.758
H -12.164 -5.206 9.131
H -14.757 -7.404 7.707
H -13.548 -7.231 9.008
H -12.990 -7.738 7.422
H -15.567 -5.359 8.353
H -14.279 -4.614 9.348
H -15.679 -2.992 7.744
H -13.998 -2.919 7.375
H -15.884 -4.837 5.852
H -14.829 -3.635 5.199
H -14.284 -6.330 5.791
H -12.927 -5.160 5.641
C -15.754 -9.447 3.588
C -15.548 -10.888 3.183
C -15.125 -11.680 4.403
N -14.554 -13.073 4.092
C -15.486 -13.746 3.105
C -14.354 -13.952 5.311
C -12.847 -13.878 5.658
C -12.147 -13.037 4.563
C -13.175 -12.914 3.482
H -16.289 -8.907 2.802
H -14.835 -8.900 3.795
H -16.440 -9.284 4.427
H -14.897 -10.905 2.307
H -16.456 -11.367 2.810
H -15.994 -11.861 5.038
H -14.370 -11.148 4.987
H -15.197 -14.791 3.082
H -15.299 -13.251 2.154
H -16.534 -13.566 3.325
H -14.849 -14.913 5.231
H -14.845 -13.407 6.122
H -12.467 -14.899 5.622
H -12.643 -13.475 6.645
H -11.293 -13.587 4.175
H -11.797 -12.071 4.924
H -13.091 -13.784 2.822
H -13.130 -12.079 2.786
B -11.456 -8.968 5.093
F -12.030 -7.666 4.927
F -10.958 -9.520 3.929
F -10.480 -8.785 6.070
F -12.474 -9.849 5.572

**Spin multiplicity**: 1
**Orbital gap**: 0.380 hartree
**Energy above the lowest of the compared OMol25 structures with the same formula, charge and spin**: 0.0 kJ/mol
**Maximum force**: 0.05113 Eh/bohr
**Net charge**: +3

Atomic partial charges in e from the Löwdin method, atoms 1 to 8: C -0.052; C -0.148; N -0.262; C 0.049; C -0.164; C -0.048; C -0.068; C -0.211